(1)
The following is a quantum chemistry calculation of a structure of composition C23H38Cl2CrN3O4 at a distorted geometry, from OMol25.

Multiplicity: 5
HOMO (spin up / spin down), eV: -2.4 / -4.0
<S²>: 6.03
Lowest unoccupied orbital energy (spin up / spin down), eV: 2.49 / 2.48
Total charge: -1
HOMO-LUMO gap (spin up / spin down), eV: 4.85 / 6.52

```
71
Properties=species:S:1:pos:R:3:forces:R:3
O -0.222 -2.110 0.075 -0.8286 0.4519 0.0614
C 0.673 -2.721 -0.729 0.7056 1.5877 -0.5148
C 1.728 -3.476 0.092 -0.0113 -0.1487 -0.8409
C 2.246 -2.940 1.263 0.0782 0.0357 0.6698
H 1.968 -1.915 1.545 -0.0157 -0.6542 -0.0955
C 3.115 -3.684 2.070 -0.1567 -0.0310 -0.4585
H 3.465 -3.245 3.008 0.0254 -0.1914 -0.2570
C 3.526 -4.956 1.659 -0.0903 -0.0092 -0.2538
H 4.220 -5.538 2.273 -0.2223 0.1426 -0.2186
C 3.056 -5.469 0.437 0.0040 -0.0110 0.1207
H 3.394 -6.446 0.084 -0.0671 0.2180 0.1902
C 2.145 -4.742 -0.334 0.2123 0.2136 0.4420
H 1.743 -5.128 -1.276 0.2069 -0.0075 0.3258
H 0.204 -3.482 -1.395 0.1651 0.0237 -0.1200
C 0.455 -1.489 -3.038 0.0303 0.3427 -0.2707
C 1.246 -1.588 -1.753 1.3844 -3.3295 0.1693
H 1.013 -1.851 -3.918 -0.1147 -0.0043 0.2410
H 0.217 -0.425 -3.206 -0.0294 -0.5591 -0.2419
H -0.481 -2.058 -2.971 0.1631 0.0809 0.0239
C 2.562 -1.268 -1.665 -0.9638 -0.4748 0.0330
C 3.407 -0.831 -2.800 0.2366 0.6251 -0.3302
H 3.041 -1.300 -0.684 -0.0245 -0.4249 -0.3494
H 4.095 -1.634 -3.106 -0.0748 -0.0199 0.1588
H 4.026 0.020 -2.503 -0.0218 0.0607 -0.2031
H 2.818 -0.557 -3.683 0.1487 0.0722 0.2370
Cr 0.130 0.109 -0.414 -0.7688 -1.5394 0.7794
Cl 1.765 0.278 1.118 1.0705 0.6501 1.1536
Cl 1.202 1.394 -1.988 0.7406 1.4689 -1.4310
H -1.056 -2.997 4.520 0.0659 -0.0568 -0.0976
H -0.915 -0.498 4.884 -0.0226 0.0153 -0.0857
C -0.468 -2.831 3.604 -0.3370 0.3632 -0.0667
C -0.431 -0.364 3.906 0.4017 -0.2329 -0.2655
N -0.740 -1.509 3.061 -0.1002 -0.0311 0.7473
H -0.729 -3.586 2.854 0.1636 0.1434 0.1482
C -1.380 -1.340 1.892 0.0229 1.4063 -1.1197
O -1.394 -0.248 1.272 -1.2478 -1.9777 1.8885
H -0.793 0.546 3.419 0.1903 -0.2349 0.0427
H -1.934 -2.240 1.561 0.3164 0.3597 -0.0322
H 0.595 -2.924 3.862 -0.1946 -0.0077 -0.2064
H 0.652 -0.296 4.062 -0.1342 0.1727 -0.0762
H -4.471 0.955 -3.076 0.1424 -0.0342 -0.0192
H -5.612 -1.128 -1.827 0.1380 -0.0982 0.0190
C -3.687 0.222 -3.303 -0.0842 -0.1531 0.1161
C -4.680 -1.671 -2.031 0.2612 0.2038 0.0217
N -3.575 -0.741 -2.215 -0.4081 -0.0062 -0.2700
H -2.730 0.730 -3.440 -0.1597 -0.1257 0.0784
C -2.522 -0.735 -1.392 2.1346 1.3854 0.0343
O -1.563 0.075 -1.539 -2.5414 -1.6008 -0.2856
H -4.449 -2.329 -1.188 -0.1063 0.0908 -0.1659
H -2.521 -1.487 -0.588 0.1776 0.2144 -0.2314
H -3.975 -0.307 -4.218 0.1122 0.0720 0.0584
H -4.825 -2.275 -2.936 0.0559 0.0674 0.1709
O -0.720 1.953 0.302 -0.5084 2.9700 0.5026
C -0.623 3.196 0.248 -0.2729 -1.0530 0.0980
C -1.393 4.104 1.211 0.0962 -0.5809 -0.1327
C -0.493 4.997 2.065 -0.0095 0.1923 0.2189
C -0.021 6.281 1.379 0.1755 -0.0504 0.0875
C 0.878 6.060 0.167 -0.0397 0.1016 -0.1283
C 0.214 5.240 -0.939 0.0686 -0.2587 0.2768
N 0.151 3.815 -0.652 0.1616 0.1949 -0.6179
H -2.087 4.714 0.614 0.0250 -0.0250 0.1614
H -1.977 3.442 1.857 0.0537 0.0651 -0.2074
H -1.067 5.283 2.958 0.1504 -0.0209 -0.1060
H 0.378 4.428 2.422 -0.2051 0.0306 -0.1104
H -0.897 6.872 1.074 0.0718 -0.0552 0.0510
H 0.536 6.875 2.112 -0.1285 0.0579 -0.0313
H 1.145 7.034 -0.263 0.0120 -0.0292 0.1101
H 1.814 5.574 0.473 -0.1815 -0.0005 -0.1113
H -0.793 5.640 -1.139 0.1512 0.0234 -0.0334
H 0.802 5.343 -1.859 -0.1883 -0.0765 0.1525
H 0.600 3.174 -1.333 -0.0611 0.0103 0.3958
```
Forces are in eV/Å.



(2)
The following is a quantum chemistry calculation of a structure of composition C22H45N4O2P2Zr at a distorted geometry, from OMol25.

ΔE to the lowest compared entry with this formula, charge and spin, eV: 2.993
Multiplicity: 1
HOMO, eV: -15.7
Lowest unoccupied orbital energy, eV: -9.82
Total charge: +3
HOMO-LUMO gap, eV: 5.86

```
76
Properties=species:S:1:pos:R:3:forces:R:3
Zr 0.569 0.190 -1.064 -2.0611 -0.9657 2.5296
P 2.591 -1.293 -0.680 0.9778 -1.5596 0.6018
P -2.856 -0.212 1.101 -0.2777 0.7952 1.6999
N -0.245 -1.672 -1.394 0.5577 1.8745 0.7976
C 2.021 -2.657 -1.780 -0.0518 0.1895 -0.7082
H 2.372 -2.418 -2.795 -0.0155 -0.1418 0.2364
H 2.519 -3.575 -1.456 -0.0171 0.1654 -0.2647
C 0.488 -2.867 -1.791 -0.1924 -0.6607 -0.0811
H 0.165 -3.198 -2.796 0.1684 0.1911 0.3059
H 0.200 -3.702 -1.127 0.2094 0.3242 -0.0124
C -1.605 -1.897 -0.910 -0.1044 -1.2362 -0.5407
H -1.581 -2.587 -0.046 0.0487 0.3964 -0.1685
H -2.148 -2.470 -1.685 0.1156 0.2629 0.2097
C -2.394 -0.608 -0.628 0.4612 0.2182 0.0233
H -3.353 -0.694 -1.164 0.2597 0.3685 0.1791
H -1.884 0.297 -1.056 -0.6130 -0.3588 0.1222
C -4.203 1.023 0.943 -0.4031 -0.3054 -0.4203
C -3.764 2.258 0.139 0.1304 0.0279 -0.0376
H -3.574 2.017 -0.913 -0.0306 0.0502 0.0921
H -2.869 2.740 0.557 -0.1774 -0.1483 0.0520
H -4.576 2.999 0.161 0.2325 -0.2174 -0.0410
C -3.420 -1.745 1.908 -0.0310 -0.3528 -0.2285
C -3.533 -1.638 3.435 -0.2501 0.0286 0.2070
H -3.837 -2.623 3.822 0.1320 0.3586 -0.1197
H -4.299 -0.914 3.747 0.2575 -0.2708 -0.0832
H -2.582 -1.383 3.913 -0.1653 -0.0810 -0.0634
C 2.646 -2.121 0.976 -0.5330 0.2597 0.4423
C 2.994 -1.126 2.095 0.0638 -0.0013 0.1618
H 2.956 -1.660 3.059 0.0795 0.2657 -0.3401
H 2.271 -0.298 2.145 0.1840 -0.1692 -0.0274
H 4.007 -0.709 1.974 -0.3602 -0.2296 0.1175
C 4.240 -0.702 -1.214 -0.0609 0.2629 -0.4836
C 4.552 0.682 -0.619 0.2109 0.0453 -0.0015
H 5.450 1.084 -1.112 -0.2676 -0.1254 0.2166
H 4.753 0.626 0.459 -0.0302 0.0455 -0.3284
H 3.742 1.408 -0.779 0.0855 -0.1075 0.0103
C -1.492 0.495 2.032 -2.2721 -0.9896 3.1427
C -4.708 -2.280 1.269 -0.2408 0.0582 0.0572
H -4.583 -2.500 0.203 -0.0655 0.0227 0.1284
H -4.988 -3.216 1.772 0.0359 0.2557 -0.1881
H -5.544 -1.572 1.385 0.2506 -0.2871 -0.0096
C 3.506 -3.390 1.041 0.1885 -0.0844 0.0143
H 3.306 -3.879 2.008 0.0429 0.1557 -0.3419
H 3.260 -4.112 0.251 0.1582 0.1297 0.3128
H 4.579 -3.163 0.999 -0.4348 -0.1638 0.0597
C 5.381 -1.696 -0.988 0.3505 -0.0573 -0.0040
H 6.256 -1.355 -1.561 -0.2594 -0.0839 0.1560
H 5.685 -1.736 0.067 -0.1221 0.0337 -0.3416
H 5.139 -2.707 -1.336 0.0632 0.1962 0.0971
C -4.820 1.421 2.289 -0.1342 0.0184 0.1786
H -4.067 1.773 3.007 -0.1326 -0.0603 -0.1735
H -5.519 2.253 2.119 0.2120 -0.2654 0.0507
H -5.397 0.609 2.749 0.1833 0.2014 -0.1443
H -4.970 0.488 0.354 0.0969 0.2225 0.1452
H 4.106 -0.587 -2.305 0.0190 0.0154 0.2447
H -2.605 -2.455 1.685 -0.1748 0.2004 0.1501
H 1.593 -2.434 1.125 0.2542 0.1366 -0.0965
O -0.340 0.752 1.445 2.4563 1.0703 -2.7413
H -1.415 0.111 3.131 1.5492 -3.7463 -1.3090
H -1.881 0.908 3.235 -0.6160 2.9935 -2.9436
C 0.786 3.388 -4.487 -0.0734 -0.1489 -0.7569
N 0.955 3.478 -3.033 -0.0104 0.2545 -0.2005
C 1.043 4.702 -2.409 0.1722 -0.3936 1.3130
C 1.084 4.773 -1.036 -0.0165 1.5141 -1.0259
C 0.909 3.613 -0.278 -0.3769 -1.8497 1.4845
N 0.947 2.420 -0.936 -0.0786 -0.0823 -1.2316
C 0.960 2.385 -2.284 -0.1741 -0.3561 0.1997
O 0.883 1.178 -2.830 0.1770 1.0144 0.4274
N 0.678 3.487 1.031 0.2352 0.9562 -0.9345
H 0.848 4.400 -4.887 0.0020 -0.1702 -0.0276
H -0.194 2.960 -4.731 0.2606 0.1359 0.1383
H 1.567 2.767 -4.935 -0.1281 0.1644 0.1915
H 1.063 5.549 -3.088 0.0701 0.0300 0.3331
H 1.169 5.728 -0.530 -0.0667 -0.0090 -0.2260
H 0.639 4.306 1.622 0.0093 -0.0361 -0.0422
H 0.367 2.583 1.410 0.0578 -0.1944 -0.1412
```
Forces are in eV/Å.



- Which of these has the lowest total charge?
  C23H38Cl2CrN3O4



- Among the records above, which one has the lowest multiplicity?
  C22H45N4O2P2Zr